The following is a DFT calculation (ωB97M-V/def2-TZVPD) of the ion C4H9N2O with charge +1.

ORCA input file:
```
! RIJCOSX wB97M-V def2-TZVPD def2/J DEFGRID3
* xyz 1 3
C -1.40267 0.78485 0.00992
C -0.77211 -0.21453 -0.82735
C 0.78117 -0.37843 -0.49115
C 1.14349 -1.31306 0.64887
N 1.22068 0.97756 -0.42518
N -2.63929 0.87198 0.48324
O 2.20283 1.11877 0.37278
H -1.20802 -1.10009 -1.09638
H -0.69073 0.42950 -1.79831
H 1.32739 -0.67580 -1.41878
H 0.17871 -1.64573 1.14814
H 1.75819 -0.70852 1.42009
H 1.75795 -2.20464 0.42689
H -3.42890 0.18622 0.59512
H -2.77309 1.83650 0.68630
H 2.54440 2.03544 0.26580
*
```

Summary:
⟨S²⟩ = 2.010
frontier orbital gap (alpha / beta) = 0.2514 / 0.2616 hartree
energy = -9308.42229 eV
energy relative to the best compared isomer or geometry (same formula, charge and spin) = 221.4 kJ/mol

---

The following is a DFT calculation (ωB97M-V/def2-TZVPD) of a cluster of 2 separate species, C4H12N2O3 in total.

ORCA input file:
```
! RIJCOSX wB97M-V def2-TZVPD def2/J DEFGRID3
* xyz 0 1
C 1.48315 -1.41337 -0.55646
C 0.98972 -0.60928 0.62220
C 1.78704 0.63658 0.91523
O -0.57946 -0.24759 0.42494
N -1.60664 -1.17267 0.81593
H 2.48832 -1.79562 -0.33785
H 1.50366 -0.81903 -1.47200
H 0.84226 -2.28219 -0.72775
H 0.93009 -1.22365 1.52328
H 1.97716 1.21971 0.01105
H 1.24957 1.28219 1.61541
H 2.76148 0.36030 1.33533
H -1.91917 -0.83025 1.72687
H -1.13591 -2.06791 0.95352
N -2.03519 0.83006 -1.49131
C -0.98624 1.57144 -1.00056
O -0.10502 2.01487 -1.74425
O -1.25859 2.13886 0.21618
H -1.91580 0.54947 -2.45505
H -2.35814 0.07601 -0.88963
H -2.11230 1.78206 0.51491
*
```

Summary:
frontier orbital gap = 0.3715 hartree
energy = -13463.40407 eV
SMILES string = CC(C)ON.NC(=O)O
energy relative to the best compared isomer or geometry (same formula, charge and spin) = 279.5 kJ/mol

---

The following is a DFT calculation (ωB97M-V/def2-TZVPD) of a structure of composition C6H8NaO6.

ORCA input file:
```
! RIJCOSX wB97M-V def2-TZVPD def2/J DEFGRID3
* xyz -1 1
C -1.61185 0.12636 -0.52358
C -1.30765 0.39511 0.96066
O -0.94832 -0.88350 1.46433
C -1.14601 -1.86939 0.49880
O -0.39749 -2.86377 0.57899
O -1.12855 -1.19265 -0.71857
H -1.07990 0.80338 -1.20163
H -2.69111 0.16379 -0.73610
H -2.18203 0.77631 1.50453
H -0.45782 1.07708 1.09696
O -3.60299 -3.16602 -0.34468
C -3.12770 -2.60464 0.77901
C -4.68523 -4.11370 -0.33032
O -3.73248 -2.74444 1.84826
O -6.53180 -2.71113 0.43288
C -6.05057 -3.47915 -0.59464
H -4.69311 -4.64293 0.63487
H -4.44211 -4.82984 -1.12793
H -6.71521 -4.34337 -0.83697
H -5.95676 -2.90878 -1.54858
Na -5.86313 -2.60181 2.29623
*
```

Summary:
frontier orbital gap = 0.2028 hartree
energy = -23052.78466 eV
energy relative to the best compared isomer or geometry (same formula, charge and spin) = 96.6 kJ/mol

---

The following is a DFT calculation (ωB97M-V/def2-TZVPD) of a cluster of 9 separate species, C26H70N3O9S8 in total.

ORCA input file:
```
! RIJCOSX wB97M-V def2-TZVPD def2/J DEFGRID3
* xyz 1 1
C 3.96187 2.12129 -3.92618
C 4.18877 3.70004 -3.46995
O 3.93924 4.67396 -4.54763
C 2.67762 5.40796 -4.35295
C 1.36137 4.40095 -4.58189
C -0.03011 5.25224 -4.53636
C -1.41243 4.40041 -4.47849
C -1.29238 2.78840 -4.30080
C -2.60592 2.16334 -3.47472
C -3.96486 1.80129 -4.31420
N -4.88333 1.52377 -3.10425
C -4.23402 1.96085 -1.77397
N -4.55335 1.57101 -0.48020
N -3.10273 2.89608 -2.24980
H 3.15239 2.08216 -4.79836
H 4.97437 1.60779 -4.25762
H 3.61096 1.54057 -2.95833
H 5.29943 3.77124 -3.05649
H 3.49356 3.89349 -2.52884
H 2.63175 5.80400 -3.23245
H 2.62091 6.31981 -5.09083
H 1.55871 3.82019 -5.58667
H 1.41127 3.64967 -3.66189
H 0.02738 6.05523 -3.65572
H -0.05402 5.91198 -5.53280
H -1.97990 4.59341 -5.51087
H -2.10742 4.90215 -3.65334
H -1.34768 2.30243 -5.37593
H -0.36060 2.39333 -3.71732
H -2.12665 1.14451 -3.08322
H -4.55792 2.69965 -4.82273
H -3.96238 0.89752 -5.06845
H -4.87137 0.46839 -2.96945
H -5.44037 1.81913 0.01966
H -3.80435 1.06430 0.07903
H -2.40726 3.17762 -1.52490
C -1.48534 3.07025 3.95869
S -2.13361 2.74507 2.30119
O -0.96030 2.60756 1.37699
C -2.83268 4.39489 2.05097
H -0.96459 2.17630 4.31006
H -0.78525 3.90853 3.92808
H -2.31205 3.29630 4.63606
H -2.04830 5.15034 2.13971
H -3.61422 4.57625 2.79240
H -3.26733 4.44016 1.04955
C -5.15564 -0.52259 5.83926
S -3.81386 0.64606 5.51182
O -3.98209 1.14379 4.10694
C -2.49347 -0.59068 5.49627
H -6.09959 0.02738 5.85588
H -5.19164 -1.27988 5.05249
H -4.99720 -0.99746 6.81023
H -2.69601 -1.34375 4.73096
H -2.42448 -1.06308 6.47886
H -1.54970 -0.08891 5.26968
C 1.78404 -2.07770 -1.07372
S 2.73290 -0.62017 -1.57229
O 3.13707 -0.81312 -3.00377
C 4.17788 -0.98226 -0.54557
H 0.84076 -2.08396 -1.62505
H 2.34515 -2.98601 -1.30593
H 1.57587 -2.02876 -0.00243
H 4.58925 -1.95912 -0.81080
H 3.88918 -0.96994 0.50795
H 4.93203 -0.21168 -0.72244
C -9.26271 3.53054 4.88156
S -8.99713 1.79702 4.43694
O -8.56089 1.07506 5.67719
C -7.52227 2.08983 3.43083
H -10.12529 3.59008 5.54954
H -8.38102 3.92428 5.39282
H -9.46408 4.11209 3.97898
H -6.74943 2.57372 4.03284
H -7.78227 2.71967 2.57695
H -7.15076 1.12770 3.07012
C 8.33051 -5.51575 -1.36238
S 7.40306 -4.00032 -1.02090
O 6.00450 -4.40024 -0.65510
C 7.37140 -3.41528 -2.73260
H 8.44142 -6.07337 -0.42935
H 7.79068 -6.12842 -2.08833
H 9.31930 -5.25911 -1.74945
H 6.89158 -4.15936 -3.37288
H 8.39246 -3.22910 -3.07346
H 6.80220 -2.48343 -2.77112
C 3.45679 -2.26237 -6.08352
S 4.38889 -3.76885 -5.71609
O 5.49615 -3.87091 -6.72270
C 3.08636 -4.91812 -6.22186
H 4.09433 -1.39962 -5.87620
H 3.16414 -2.25165 -7.13615
H 2.57009 -2.21743 -5.44702
H 2.81684 -4.74127 -7.26586
H 2.21222 -4.78397 -5.58055
H 3.46130 -5.93857 -6.11260
C 9.65944 -9.16845 0.27651
S 11.00122 -7.99980 -0.05092
O 10.83299 -7.50207 -1.45580
C 12.32161 -9.23654 -0.06647
H 8.71549 -8.61849 0.29313
H 9.62344 -9.92574 -0.51025
H 9.81788 -9.64332 1.24749
H 12.11907 -9.98961 -0.83179
H 12.39060 -9.70894 0.91612
H 13.26538 -8.73478 -0.29307
C -9.07748 0.21307 8.70380
S -9.07282 2.01707 8.84118
O -7.69516 2.43366 9.26334
C -10.13576 2.09220 10.30327
H -8.43711 -0.07364 7.86624
H -8.69151 -0.23254 9.62372
H -10.09546 -0.13603 8.51610
H -9.68360 1.52902 11.12316
H -11.11820 1.68008 10.06166
H -10.24579 3.13803 10.59983
*
```

Summary:
frontier orbital gap = 0.1942 hartree
energy = -137658.16993 eV